{
  "formula": "C52H41As2N4OS4SbSn",
  "method": "the ωB97M-V functional and the def2-TZVPD basis",
  "elements": ["Sn", "C", "C", "C", "C", "N", "C", "C", "C", "C", "C", "C", "N", "C", "C", "C", "C", "C", "N", "H", "H", "H", "H", "H", "H", "H", "H", "H", "H", "H", "S", "As", "S", "S", "S", "O", "C", "N", "C", "C", "C", "C", "C", "C", "Sb", "C", "C", "C", "C", "C", "C", "C", "C", "C", "C", "C", "C", "H", "H", "H", "H", "H", "H", "H", "H", "H", "H", "H", "H", "H", "H", "H", "C", "C", "C", "C", "C", "C", "As", "C", "C", "C", "C", "C", "C", "C", "C", "C", "C", "C", "C", "H", "H", "H", "H", "H", "H", "H", "H", "H", "H", "H", "H", "H", "H", "H"],
  "coordinates": [[0.522, 1.120, 0.226], [3.840, 1.516, 3.687], [3.140, 1.465, 4.877], [1.750, 1.486, 4.849], [1.106, 1.562, 3.627], [1.791, 1.564, 2.479], [3.121, 1.549, 2.500], [-0.376, 1.739, 3.509], [-1.292, 1.512, 4.528], [-2.624, 1.813, 4.287], [-3.007, 2.354, 3.066], [-2.028, 2.557, 2.105], [-0.771, 2.216, 2.336], [-2.244, 3.213, 0.772], [-3.430, 3.824, 0.393], [-3.471, 4.520, -0.807], [-2.329, 4.594, -1.586], [-1.198, 3.912, -1.156], [-1.172, 3.233, -0.014], [4.921, 1.549, 3.653], [3.665, 1.424, 5.824], [1.182, 1.481, 5.772], [3.636, 1.592, 1.538], [-0.977, 1.101, 5.478], [-3.364, 1.640, 5.060], [-4.043, 2.599, 2.868], [-4.312, 3.754, 1.016], [-4.385, 5.006, -1.124], [-2.308, 5.163, -2.505], [-0.272, 3.909, -1.726], [5.122, 4.083, -2.604], [4.948, 4.368, -0.479], [2.570, 4.007, -0.111], [2.218, 2.208, -1.100], [5.826, 2.661, 0.537], [1.460, -2.621, -2.803], [1.129, -1.751, -2.044], [0.772, -0.901, -1.284], [-6.460, 2.146, -1.678], [-5.857, 1.270, -0.784], [-4.560, 0.827, -1.016], [-3.846, 1.216, -2.154], [-4.459, 2.116, -3.027], [-5.753, 2.575, -2.794], [-1.769, 0.542, -2.239], [-1.248, 1.390, -4.138], [-0.026, 2.065, -4.195], [0.374, 2.709, -5.362], [-0.440, 2.670, -6.486], [-1.647, 1.978, -6.448], [-2.048, 1.342, -5.281], [-2.219, -1.445, -2.913], [-1.812, -1.923, -4.157], [-1.957, -3.266, -4.481], [-2.502, -4.151, -3.563], [-2.906, -3.689, -2.317], [-2.757, -2.348, -1.994], [-7.469, 2.499, -1.501], [-6.392, 0.939, 0.100], [-4.089, 0.173, -0.285], [-3.922, 2.473, -3.897], [-6.205, 3.278, -3.485], [0.636, 2.083, -3.331], [1.321, 3.234, -5.380], [-0.131, 3.171, -7.396], [-2.273, 1.933, -7.332], [-2.985, 0.795, -5.268], [-1.360, -1.247, -4.873], [-1.621, -3.624, -5.447], [-2.591, -5.203, -3.806], [-3.314, -4.377, -1.586], [-3.047, -2.005, -1.005], [2.352, -2.211, 6.191], [3.499, -2.188, 5.412], [3.411, -2.081, 4.027], [2.173, -2.005, 3.391], [1.029, -1.982, 4.195], [1.110, -2.100, 5.576], [1.911, -1.641, 1.459], [1.028, -3.322, 0.967], [-0.316, -3.471, 1.315], [-1.045, -4.575, 0.901], [-0.446, -5.542, 0.103], [0.882, -5.396, -0.264], [1.614, -4.294, 0.163], [3.717, -1.893, 0.789], [4.197, -0.901, -0.063], [5.491, -0.966, -0.568], [6.306, -2.033, -0.225], [5.830, -3.042, 0.611], [4.541, -2.974, 1.117], [2.423, -2.294, 7.270], [4.475, -2.242, 5.881], [4.318, -2.041, 3.440], [0.055, -1.849, 3.736], [0.205, -2.086, 6.174], [-0.807, -2.703, 1.903], [-2.086, -4.671, 1.189], [-1.019, -6.394, -0.244], [1.354, -6.135, -0.900], [2.642, -4.184, -0.155], [3.567, -0.063, -0.337], [5.850, -0.168, -1.206], [7.322, -2.077, -0.602], [6.468, -3.880, 0.870], [4.171, -3.763, 1.760]],
  "atomic_forces_ev_per_a": [[-0.1, -0.6, 0.2], [0.0, 0.0, 0.1], [-0.1, 0.0, 0.0], [0.0, 0.0, 0.2], [0.0, -0.1, 0.0], [-0.1, 0.2, 0.0], [-0.1, 0.0, -0.3], [0.3, 0.1, -0.1], [-0.1, -0.1, 0.1], [0.0, 0.0, -0.1], [-0.2, -0.1, 0.1], [0.0, 0.0, -0.2], [0.3, 0.5, 0.1], [0.0, -0.1, 0.2], [-0.2, 0.0, 0.0], [0.0, 0.0, 0.1], [0.0, 0.0, 0.0], [0.0, 0.0, -0.1], [0.2, 0.2, -0.1], [0.0, 0.0, -0.1], [0.0, 0.0, 0.0], [0.0, 0.0, 0.0], [0.0, 0.1, 0.1], [0.0, 0.0, 0.0], [0.0, 0.0, 0.0], [0.0, 0.0, 0.1], [0.0, 0.1, 0.0], [0.0, 0.0, 0.0], [0.0, -0.1, 0.0], [0.0, 0.0, 0.0], [0.0, 0.0, 0.0], [0.2, 0.2, 0.0], [-0.4, -0.1, 0.1], [0.0, -0.1, -0.1], [0.0, -0.2, 0.1], [-0.1, 0.2, 0.2], [-0.1, 0.1, 0.0], [0.2, -0.1, -0.4], [0.1, 0.0, 0.0], [0.1, 0.0, -0.1], [0.0, 0.0, -0.1], [0.0, 0.1, 0.0], [0.0, -0.1, 0.1], [0.1, 0.0, 0.0], [-0.2, 0.0, -0.3], [0.0, 0.0, 0.0], [0.0, 0.0, 0.0], [-0.1, 0.0, 0.0], [0.0, 0.0, 0.1], [0.0, 0.0, 0.0], [0.1, 0.0, 0.0], [0.1, -0.1, 0.1], [0.0, 0.0, 0.1], [0.0, 0.0, 0.0], [0.0, 0.0, 0.0], [0.0, 0.0, 0.0], [0.0, 0.1, -0.1], [0.0, 0.0, 0.0], [0.0, 0.0, 0.0], [0.0, 0.0, 0.0], [0.0, 0.0, 0.0], [0.0, 0.0, 0.0], [0.0, 0.1, 0.0], [0.0, 0.0, 0.0], [0.0, 0.0, 0.0], [0.0, 0.0, 0.0], [0.0, 0.0, 0.0], [0.0, 0.0, 0.0], [0.0, 0.0, 0.0], [0.0, 0.0, 0.0], [0.0, 0.0, 0.0], [0.0, 0.0, 0.0], [0.0, 0.0, 0.0], [0.0, 0.0, -0.1], [-0.1, 0.0, 0.0], [0.0, 0.2, 0.1], [0.1, -0.1, 0.0], [0.0, 0.0, -0.1], [0.2, -0.2, 0.2], [-0.1, 0.0, -0.1], [0.1, 0.0, 0.0], [0.0, 0.0, 0.0], [0.0, 0.0, 0.0], [0.0, 0.0, 0.0], [0.0, 0.0, 0.0], [0.1, -0.1, -0.1], [-0.1, 0.0, 0.1], [0.1, -0.1, 0.0], [-0.1, 0.0, 0.0], [0.0, 0.1, 0.0], [0.0, 0.0, -0.1], [0.0, 0.0, 0.0], [0.0, 0.0, 0.0], [0.0, 0.0, 0.0], [0.0, 0.0, 0.0], [0.0, 0.0, 0.0], [0.0, 0.0, 0.0], [0.0, 0.0, 0.0], [0.0, 0.0, 0.0], [0.0, 0.0, 0.0], [0.0, 0.0, 0.0], [0.1, 0.0, 0.0], [0.0, 0.0, 0.1], [0.0, 0.0, 0.0], [0.0, 0.0, 0.0], [0.0, 0.0, 0.0]],
  "de_lowest_kcal_mol": 52.98,
  "energy_ev": -239987.392,
  "homo_energy_ev": -0.313,
  "total_charge": -2
}